Entry 1:
152
Properties=species:S:1:pos:R:3 method="wB97M-V/def2-TZVPD" homo_energy_ev="-9.290 / -9.290" total_charge=+1 s_squared=8.752 spin_multiplicity=6 homo_lumo_gap_ev="6.58 / 6.54" lumo_ev="-2.7 / -2.7"
Mn 0.1005 -3.4830 2.5373
P -0.5686 -1.4805 -0.6776
F -0.6289 -0.6844 -2.1224
F -0.7330 -2.9795 -1.4207
F 1.0203 -1.5058 -0.8995
F -0.3202 -2.1857 0.7552
F -0.5163 -0.0776 0.1482
F -2.1401 -1.6233 -0.5159
C -1.0972 -6.4957 3.6176
O -0.4496 -5.2195 3.8226
C -0.1727 -5.0356 5.2431
C 0.8947 -3.9488 5.3271
N 0.7809 -2.7686 4.4687
C -0.1974 -1.6914 4.8467
C -1.6233 -2.0736 4.4289
O -1.7431 -2.4306 3.1018
C -2.9622 -2.2900 2.4087
H -0.6377 -7.3328 4.1433
H -0.9938 -6.9422 2.6287
H -2.1339 -6.3888 3.9369
H 0.1565 -5.9608 5.7162
H -1.1456 -4.7476 5.6415
H 1.8556 -4.4451 5.1913
H 1.1028 -3.6114 6.3425
H 1.6136 -2.2184 4.6233
H 0.0928 -0.7553 4.3697
H -0.1824 -1.4274 5.9041
H -2.2701 -1.2107 4.5870
H -1.9837 -2.8086 5.1486
H -3.7587 -2.7737 2.9742
H -2.8042 -2.6101 1.3788
H -3.1955 -1.2318 2.2908
C -4.5265 -1.2018 -2.7777
O -4.3153 -0.3874 -3.9253
C -3.0761 0.2005 -3.9955
C -2.7705 1.1596 -2.8202
N -3.6364 2.3448 -2.8657
C -4.4875 2.5085 -1.7212
C -3.6526 3.0905 -0.6032
O -4.4093 3.7739 0.4322
C -4.6766 5.1417 0.0092
H -3.9068 -2.0973 -2.7318
H -5.5107 -1.5880 -3.0430
H -4.6877 -0.6995 -1.8239
H -3.1328 0.6229 -4.9988
H -2.1828 -0.3818 -4.2216
H -1.7130 1.4230 -2.8352
H -2.8120 0.6207 -1.8737
H -4.2975 2.0300 -3.5613
H -4.9052 1.6019 -1.2832
H -5.3134 3.2009 -1.8847
H -2.8751 3.7481 -0.9918
H -3.0018 2.3103 -0.2084
H -4.2863 5.3710 -0.9823
H -3.9515 5.7730 0.5229
H -5.6414 5.5734 0.2754
C -0.1833 1.1934 -5.3938
O -0.7733 2.4559 -5.0558
C -0.8474 3.3683 -6.1682
C -1.4773 4.7085 -5.6852
N -2.9142 4.4987 -5.3891
C -3.5320 5.6551 -4.7661
C -5.0607 5.7892 -4.7599
O -5.3772 7.1663 -4.7665
C -6.7385 7.3636 -5.1884
H -0.8476 0.6547 -6.0695
H 0.0652 0.7316 -4.4383
H 0.5431 1.3199 -6.1966
H -1.5134 2.8790 -6.8789
H 0.0378 3.5630 -6.7737
H -1.1639 5.5135 -6.3499
H -0.9826 4.9241 -4.7382
H -2.8977 3.7078 -4.7611
H -3.1087 6.5924 -5.1271
H -3.2137 5.7093 -3.7250
H -5.4601 5.1793 -3.9495
H -5.3919 5.1352 -5.5666
H -7.4974 6.8758 -4.5766
H -6.8576 7.0619 -6.2290
H -6.9139 8.4344 -5.0846
C 7.8387 -2.9403 3.8426
O 8.2428 -2.8073 2.4910
C 7.6905 -1.6096 1.8210
C 7.8405 -1.4908 0.2808
N 6.9901 -2.5203 -0.3153
C 7.1795 -2.6350 -1.7977
C 6.7578 -1.4011 -2.5736
O 5.3247 -1.0613 -2.5770
C 4.7398 -0.3656 -1.4008
H 8.2879 -3.9067 4.0717
H 6.7657 -3.1316 3.8383
H 8.2295 -2.1944 4.5347
H 8.1557 -0.7523 2.3076
H 6.6364 -1.4049 2.0081
H 8.8926 -1.7126 0.1019
H 7.4308 -0.4890 0.1520
H 7.0408 -3.3364 0.2775
H 6.5008 -3.4437 -2.0687
H 8.0809 -3.1043 -2.1918
H 6.9821 -1.5315 -3.6323
H 7.3553 -0.5640 -2.2125
H 5.0901 -0.7152 -0.4297
H 3.6905 -0.6608 -1.4000
H 4.8471 0.7156 -1.3135
C -0.0830 1.9128 4.8564
O -0.7995 1.2524 3.7596
C -1.7935 2.0880 3.1759
C -1.3583 3.4251 2.5443
N -0.2212 3.3656 1.6040
C -0.0182 4.5461 0.9127
C 1.2463 4.4750 0.0006
O 1.0244 3.9180 -1.2249
C 1.3422 2.5352 -1.4905
H 0.5573 1.2280 5.4124
H -0.7875 2.3317 5.5750
H 0.5293 2.7218 4.4583
H -2.5058 2.4080 3.9364
H -2.4051 1.5141 2.4797
H -1.1568 4.1247 3.3556
H -2.2228 3.8004 1.9967
H -0.3086 2.5723 0.9851
H 0.4263 5.2744 1.5910
H -0.9658 4.8619 0.4763
H 2.1857 4.0479 0.3516
H 1.3870 5.5246 -0.2577
H 0.9967 2.2133 -2.4728
H 0.8755 1.9867 -0.6723
H 2.4185 2.3642 -1.4692
C -2.0830 -5.2916 1.0021
O -0.8012 -4.7822 1.0793
C 0.2062 -5.5399 0.3185
C 1.5561 -4.8037 0.5394
N 1.7934 -4.4726 1.9349
C 2.9191 -3.5373 2.0306
C 2.7410 -2.0131 1.6019
O 1.4815 -1.6155 2.2272
C 1.3763 -0.1759 2.2611
H -2.7923 -4.9587 1.7598
H -2.0855 -6.3799 0.9412
H -2.4613 -4.9408 0.0419
H -0.0350 -5.7002 -0.7323
H 0.4234 -6.5638 0.6230
H 1.5637 -4.0429 -0.2411
H 2.4790 -5.2987 0.2374
H 2.2028 -5.2996 2.3455
H 3.7044 -4.0119 1.4423
H 3.3391 -3.4855 3.0351
H 2.7180 -1.7017 0.5575
H 3.5477 -1.5077 2.1327
H 1.6952 0.3996 3.1301
H 0.2871 -0.2142 2.2470
H 1.7866 0.3278 1.3858

=====

Entry 2:
83
Properties=species:S:1:pos:R:3 method="wB97M-V/def2-TZVPD" homo_energy_ev=-2.247 total_charge=-1 homo_lumo_gap_ev=4.50 lumo_ev=2.3
C 1.3768 -2.4548 2.3873
C 0.2379 -2.8650 1.8941
C -0.6842 -2.0012 1.0736
O -0.0038 -1.3672 0.0153
C 0.5531 -2.2714 -0.9365
C 0.0186 -1.8266 -2.2769
C -1.4630 -2.1603 -2.4261
N -2.2315 -1.0067 -2.8620
C 2.0860 -2.2927 -0.8315
C 2.8458 -2.3616 -2.1473
C 3.0275 -1.0324 -2.8689
C 4.3564 -0.3434 -2.5598
C 4.1999 0.7943 -1.5819
C 5.5497 1.3822 -1.1436
C 5.6761 1.5172 0.3592
C 5.0753 2.7739 0.9095
O 3.7525 3.0077 0.4629
C 2.8340 2.2303 1.0336
C 1.5723 2.1837 0.2729
O 3.0260 1.6559 2.0576
C -1.2348 -0.9282 1.9957
Cl -2.1674 -1.8337 3.2942
N -2.0074 0.0496 1.3527
C -2.5991 1.0104 2.2677
C -1.6250 1.4886 3.3001
O -2.2235 2.5384 4.0371
C -2.9762 -0.5264 0.4058
C -4.1628 0.3106 0.0292
C -3.8852 1.5156 -0.9009
C -2.4315 1.9451 -0.9906
C -4.4064 1.2586 -2.3277
H 1.7353 -1.4578 2.2911
H 1.9793 -3.1363 2.9387
H -0.0681 -3.8646 2.0791
H -1.4789 -2.6393 0.7341
H 0.1758 -3.2584 -0.7446
H 0.1237 -0.7621 -2.3709
H 0.5277 -2.3114 -3.0852
H -1.5453 -2.9600 -3.1489
H -1.8515 -2.5545 -1.5092
H -3.0309 -1.2952 -3.3898
H -1.6737 -0.4042 -3.4384
H 2.3479 -3.1664 -0.2702
H 2.4102 -1.4652 -0.2387
H 3.8304 -2.7325 -1.9298
H 2.3866 -3.1056 -2.7682
H 2.9011 -1.1711 -3.9251
H 2.2345 -0.3761 -2.5717
H 5.0854 -1.0317 -2.1798
H 4.7058 0.0959 -3.4742
H 3.6018 1.5721 -2.0097
H 3.7144 0.4076 -0.7074
H 5.6455 2.3645 -1.5617
H 6.3415 0.7625 -1.5046
H 5.2698 0.6654 0.8671
H 6.7217 1.5582 0.6148
H 5.1203 2.7508 1.9771
H 5.6519 3.6174 0.5862
H 1.2922 3.1806 -0.0188
H 1.6962 1.5973 -0.6114
H 0.8049 1.7658 0.8758
H -0.3861 -0.5123 2.4855
H -3.4652 0.6010 2.7655
H -2.9558 1.8714 1.7465
H -1.2998 0.7083 3.9580
H -0.7380 1.8565 2.8036
H -1.5818 3.2271 4.1056
H -3.3568 -1.4705 0.7484
H -2.4433 -0.7262 -0.5023
H -4.8054 -0.3514 -0.5119
H -4.7655 0.6023 0.8664
H -4.4605 2.3400 -0.5327
H -2.1502 2.5054 -0.1225
H -2.3136 2.6242 -1.8169
H -1.7676 1.1187 -1.1419
H -3.6205 1.3448 -3.0497
H -4.8884 0.3056 -2.4175
H -5.1377 2.0000 -2.5922
C -5.7285 -0.2204 3.6530
O -5.9671 -0.3386 2.3330
H -4.7914 -0.7261 4.0309
H -5.5979 0.8358 4.0416
H -6.5209 -0.6315 4.3494

=====

Entry 3:
75
Properties=species:S:1:pos:R:3 method="wB97M-V/def2-TZVPD" homo_energy_ev="-4.316 / -4.636" total_charge=0 homo_lumo_gap_ev="3.89 / 4.26" lumo_ev="-0.4 / -0.4"
O -0.6538 0.3570 -4.7642
H -0.8785 0.5221 -5.6973
Sn -0.2432 0.0346 -1.5902
N -0.6536 2.0019 -0.8091
N 1.1776 1.2819 -2.6282
N -2.1409 -0.5846 -0.7942
N -0.8287 -1.6958 -2.7093
O -1.6183 2.3146 0.0188
O -2.8699 0.1165 0.1109
O -0.3322 -2.0277 -3.9498
O 1.9914 0.8753 -3.5081
C 1.1465 2.5992 -2.2293
C 0.2814 2.9347 -1.1627
C -2.5383 -1.8364 -1.1123
C -1.8469 -2.4268 -2.2077
C 0.3371 4.2393 -0.4580
H 1.1377 4.2292 0.2949
H -0.6156 4.4508 0.0409
H 0.5591 5.0491 -1.1625
C 2.0317 3.5481 -2.9427
H 1.6598 3.7127 -3.9670
H 3.0590 3.1652 -3.0153
H 2.0455 4.5149 -2.4309
C -3.6405 -2.4875 -0.3601
C -2.2321 -3.7159 -2.8351
H -4.3767 -1.7556 -0.0085
H -3.2620 -3.0260 0.5201
H -4.1488 -3.2144 -1.0021
H -1.7256 -3.8364 -3.7953
H -3.3161 -3.7598 -2.9940
H -1.9609 -4.5586 -2.1865
H -2.3796 1.0576 0.1128
H -0.3404 -1.1110 -4.4352
C -1.7025 0.9441 -3.8721
H -1.2407 1.6985 -3.2266
H -2.2286 0.1439 -3.3396
H -2.4555 1.4635 -4.4803
O -4.3985 2.7302 -2.2743
H -4.9215 1.9433 -2.0426
H -3.9013 2.9254 -1.4598
O 0.9015 -0.6580 -0.0884
As 1.1026 -0.4919 1.6471
C -0.4763 -1.2945 2.4214
C -0.8323 -2.5817 2.0073
C -1.9188 -3.2295 2.6105
C -2.6539 -2.5860 3.6131
C -2.2991 -1.2957 4.0166
C -1.1950 -0.6534 3.4401
C 2.5949 -1.6945 1.8409
C 2.7805 -2.3824 3.0494
C 3.8294 -3.3045 3.1690
C 4.6968 -3.5241 2.0886
C 4.5167 -2.8212 0.8934
C 3.4646 -1.9059 0.7625
C 1.5929 1.3571 1.9651
C 0.6877 2.2596 2.5378
C 1.1396 3.5140 2.9717
C 2.4712 3.8906 2.7715
C 3.3573 3.0108 2.1394
C 2.9204 1.7411 1.7382
H -0.2378 -3.0857 1.2423
H -2.1725 -4.2458 2.2963
H -3.4990 -3.1013 4.0768
H -2.8754 -0.7878 4.7938
H -0.8766 0.3274 3.7889
H 2.1016 -2.2022 3.8850
H 3.9646 -3.8509 4.1034
H 5.5194 -4.2365 2.1834
H 5.1880 -2.9810 0.0456
H 3.3071 -1.3671 -0.1720
H -0.3576 1.9791 2.6596
H 0.4455 4.1883 3.4824
H 2.8254 4.8654 3.1181
H 4.3989 3.2959 1.9781
H 3.6122 1.0349 1.2756

=====

Entry 4:
22
Properties=species:S:1:pos:R:3 method="wB97M-V/def2-TZVPD" homo_energy_ev=-9.136 smiles="Cc1n[nH]c(S)n1.CC1C=C1" total_charge=0 homo_lumo_gap_ev=9.74 lumo_ev=0.6
C 1.7678 -1.8958 -1.5685
C 2.1095 -0.4479 -1.1308
N 3.0959 -0.1707 -0.2534
N 2.9723 1.1710 -0.1677
C 1.9442 1.6021 -0.8756
S 1.3648 3.2524 -0.9451
N 1.3807 0.6059 -1.5225
H 0.7801 -1.7768 -2.0259
H 1.8250 -2.4016 -0.6113
H 2.5565 -2.1036 -2.2943
H 3.5635 1.8094 0.3235
H 1.5942 3.3080 -2.2841
C -3.3631 -0.8804 2.0791
C -2.2495 -0.7682 1.0054
C -2.1908 0.5333 0.3377
C -1.1748 0.3777 1.1147
H -3.0285 -1.6910 2.7003
H -4.3478 -0.9382 1.6559
H -3.4391 0.0642 2.7513
H -1.9424 -1.6130 0.3872
H -2.8741 1.2039 -0.1750
H -0.3444 0.7593 1.4991

=====

Entry 5:
104
Properties=species:S:1:pos:R:3 method="wB97M-V/def2-TZVPD" homo_energy_ev=-1.995 total_charge=-1 homo_lumo_gap_ev=3.64 lumo_ev=1.6
Ga -0.4548 -0.8784 -1.2279
O 1.4884 -4.1804 3.0079
C 2.5745 -4.0583 2.1102
C 3.7819 -4.6457 2.3910
C 4.8277 -4.6496 1.4594
C 4.5716 -4.1191 0.1885
C 3.3757 -3.5118 -0.1078
C 2.3474 -3.3354 0.8870
C 1.2828 -2.5018 0.6449
O 1.0021 -1.9086 -0.5201
N 0.4425 -2.1807 1.8900
N -0.7825 -1.5579 1.5816
C -1.7324 -1.8306 2.3849
S -3.3022 -1.1485 2.0845
C -4.0483 -1.6697 3.6867
C -2.9600 -2.1097 4.6360
S -1.6682 -3.0146 3.6936
H 1.7120 -4.8622 3.6442
H 3.9086 -5.1541 3.3463
H 5.7808 -5.1003 1.7041
H 5.3332 -4.1903 -0.5814
H 3.1705 -3.1186 -1.0935
H -4.7573 -2.4632 3.4571
H -4.5782 -0.7985 4.0705
H -3.3253 -2.7844 5.4079
H -2.4699 -1.2492 5.0827
Cl -6.9318 -4.0352 -3.3392
C -5.4631 -3.5033 -2.6066
C -5.0834 -2.1658 -2.6747
Cl -6.1309 -1.0169 -3.4156
C -3.8772 -1.7445 -2.1404
Cl -3.4225 -0.0924 -2.2240
C -2.9700 -2.6425 -1.5082
O -1.8250 -2.3316 -1.0131
C -3.4310 -3.9763 -1.3935
Cl -2.4094 -5.0762 -0.5492
C -4.6295 -4.4013 -1.9436
Cl -5.1044 -6.0510 -1.8028
C -3.9930 2.8540 0.7051
C -2.5191 3.2337 0.8820
C -2.3847 4.7270 1.1951
C -1.8567 2.3903 1.9548
C -2.4079 2.3256 3.2304
C -1.8038 1.5761 4.2249
C -0.6465 0.8615 3.9532
C -0.0738 0.8896 2.6876
C 1.2202 0.1493 2.3944
C 1.2287 -1.3168 2.8419
C 2.4054 0.8789 3.0328
C -0.6807 1.6737 1.6944
N -0.0141 1.8621 0.4521
B 0.1258 1.0787 -0.7525
N 0.9888 1.8882 -1.5766
C 1.3256 3.0468 -0.8823
C 0.7207 3.0453 0.3152
C 1.6050 1.6709 -2.8530
C 2.7817 0.8988 -2.9018
C 3.4309 0.7503 -4.1206
C 2.9222 1.3139 -5.2755
C 1.7564 2.0500 -5.2167
C 1.0863 2.2644 -4.0149
C -0.1474 3.1585 -4.0990
C 0.0734 4.5366 -3.4624
C -1.4247 2.5103 -3.5699
C 3.3301 0.1941 -1.6685
C 4.1614 -1.0400 -2.0194
C 4.1870 1.1295 -0.8028
H -4.4158 3.3743 -0.1562
H -4.5805 3.1252 1.5855
H -4.0893 1.7810 0.5392
H -2.0148 3.0357 -0.0644
H -2.9249 4.9764 2.1117
H -2.7994 5.3241 0.3806
H -1.3402 5.0109 1.3248
H -3.3093 2.8836 3.4561
H -2.2261 1.5563 5.2237
H -0.1842 0.2835 4.7453
H 1.3656 0.1476 1.3135
H 0.8210 -1.4577 3.8467
H 2.2492 -1.6878 2.8309
H 0.2714 -3.0707 2.3722
H 2.3143 0.8922 4.1220
H 2.4482 1.9095 2.6781
H 3.3424 0.3842 2.7724
H 1.9737 3.7925 -1.3118
H 0.7678 3.7724 1.1093
H 4.3426 0.1724 -4.1796
H 3.4292 1.1661 -6.2214
H 1.3428 2.4715 -6.1256
H -0.3037 3.3327 -5.1672
H 0.1068 4.4659 -2.3773
H -0.7482 5.2052 -3.7322
H 1.0079 4.9804 -3.8131
H -1.4297 2.4854 -2.4801
H -1.5036 1.4879 -3.9364
H -2.3008 3.0736 -3.9027
H 2.4735 -0.1536 -1.0835
H 5.1304 -0.7598 -2.4422
H 3.6322 -1.6708 -2.7345
H 4.3435 -1.6249 -1.1182
H 4.9952 1.5568 -1.4034
H 4.6327 0.5687 0.0222
H 3.6042 1.9434 -0.3804
Cl -0.0636 -1.2765 -3.3698

=====

Entry 6:
23
Properties=species:S:1:pos:R:3 method="wB97M-V/def2-TZVPD" homo_energy_ev=-8.804 smiles="C=CCCNC.O.O" total_charge=0 homo_lumo_gap_ev=9.33 lumo_ev=0.5
C -1.7362 2.6443 1.7835
C -2.0951 1.7942 0.8344
C -1.2961 1.5934 -0.4236
C -0.1955 0.5269 -0.3368
N -0.7118 -0.7642 0.1051
C 0.1881 -1.5498 0.9605
H -0.7815 3.1384 1.7688
H -2.3824 2.7678 2.6505
H -3.0653 1.3061 0.8435
H -1.9464 1.2924 -1.2569
H -0.8143 2.5094 -0.7659
H 0.2808 0.3822 -1.3001
H 0.5415 0.9219 0.3685
H -1.6197 -0.6806 0.5314
H 1.0695 -0.9881 1.2650
H 0.5609 -2.4123 0.3960
H -0.3372 -1.8622 1.8673
O 1.1512 -1.4948 -2.8667
H 1.8619 -1.8763 -2.3251
H 0.4872 -1.3247 -2.1859
O 3.4477 -1.8202 -0.9488
H 3.9739 -1.3458 -0.2862
H 3.4188 -2.7580 -0.6787

=====

no.,E (eV),largest force on an atom (eV/Å)
1,-129204.7798,3.8
2,-52473.7748,1.6
3,-115519.7942,3.8
4,-22739.1182,5.0
5,-206249.6542,1.3
6,-11012.1658,1.2